Formula: C46H39NiO3P2S
Source: the OMol25 dataset
Level of theory: the ωB97M-V functional and the def2-TZVPD basis

Net charge ... +1
2S+1 ... 1
F_max ... 0.017 Eh/bohr
Molar mass ... 792.5 g mol⁻¹
Orbital gap (spin up / spin down) ... 7.5 / 7.5 eV

Cartesian coordinates (Å):
Ni1 -0.15731 -0.08790 0.36119
O1 0.25816 2.86797 1.17346
S1 -0.07430 2.02806 0.02253
C1 -1.59196 2.61912 -0.69191
C2 -1.78295 3.98339 -0.86726
C3 -2.98054 4.41758 -1.41190
C4 -3.97207 3.50080 -1.73947
C5 -3.80530 2.15163 -1.46489
C6 -2.61545 1.69648 -0.90742
P1 -2.37457 0.04432 -0.16240
C7 -3.81634 -0.92381 -0.63779
C8 -3.80582 -1.59340 -1.85903
C9 -4.91798 -2.31321 -2.25997
C10 -6.03456 -2.37715 -1.43533
C11 -6.03944 -1.72200 -0.21312
C12 -4.92961 -0.99368 0.19078
C13 -2.59574 0.47126 1.61770
C14 -3.02357 1.71380 2.08719
C15 -2.93208 2.01661 3.43592
C16 -2.41432 1.08980 4.32426
C17 -2.01819 -0.15709 3.86954
C18 -2.10987 -0.47170 2.52023
C19 1.18080 2.25829 -1.23568
C20 1.31471 3.43075 -1.97126
C21 2.39851 3.56521 -2.82040
C22 3.34190 2.54842 -2.93205
C23 3.21014 1.39087 -2.18644
C24 2.13044 1.24392 -1.31959
P2 1.87822 -0.21029 -0.25403
C25 2.19050 -1.62588 -1.31761
C26 2.80331 -2.77486 -0.82712
C27 2.95129 -3.88120 -1.65048
C28 2.47448 -3.84799 -2.95179
C29 1.84489 -2.70908 -3.43931
C30 1.70030 -1.59887 -2.62514
C31 3.13318 -0.18092 1.03616
C32 4.48626 -0.36001 0.74637
C33 5.42481 -0.28631 1.76081
C34 5.01710 -0.03841 3.06663
C35 3.67239 0.13477 3.35934
C36 2.72956 0.06315 2.34493
H1 -1.02788 4.69316 -0.55777
H2 -3.14292 5.47454 -1.57403
H3 -4.90136 3.84812 -2.17088
H4 -4.61481 1.45491 -1.64337
H5 -2.92224 -1.56354 -2.48627
H6 -4.91146 -2.83564 -3.20721
H7 -6.90088 -2.94660 -1.74488
H8 -6.90625 -1.78203 0.43121
H9 -4.92960 -0.49072 1.14969
H10 -3.42857 2.45063 1.40371
H11 -3.26299 2.98371 3.79048
H12 -2.32944 1.33575 5.37451
H13 -1.64105 -0.89503 4.56587
H14 -1.84941 -1.45953 2.16486
H15 0.59018 4.22680 -1.90225
H16 2.50745 4.46885 -3.40462
H17 4.17961 2.66363 -3.60658
H18 3.93970 0.59700 -2.28103
H19 3.15027 -2.81606 0.19774
H20 3.42120 -4.77537 -1.26361
H21 2.58540 -4.71602 -3.58841
H22 1.46921 -2.68616 -4.45368
H23 1.21359 -0.71001 -3.01080
H24 4.80705 -0.57205 -0.26636
H25 6.47341 -0.42764 1.53609
H26 5.75255 0.01700 3.85824
H27 3.35652 0.32440 4.37613
H28 1.67724 0.19293 2.57486
C37 2.15665 -7.97420 0.57569
C38 1.45516 -6.64466 0.56077
C39 1.68785 -5.70046 1.55180
C40 1.03358 -4.47297 1.56656
C41 1.35103 -3.51609 2.68961
C42 0.10830 -4.19355 0.55674
C43 -0.15252 -5.12954 -0.45116
C44 -1.11726 -4.86259 -1.57776
C45 0.53420 -6.33670 -0.43374
C46 -0.59025 -2.87144 0.49877
O2 -1.77356 -2.75293 0.22760
O3 0.19727 -1.85752 0.76556
H29 3.06090 -7.93880 1.18198
H30 2.42712 -8.29029 -0.43200
H31 1.50590 -8.74427 0.99486
H32 2.39305 -5.92663 2.34449
H33 1.81504 -4.05689 3.51345
H34 0.46462 -3.00645 3.06412
H35 2.04650 -2.73787 2.36237
H36 -0.96398 -3.87205 -2.01050
H37 -2.14948 -4.89748 -1.22931
H38 -0.98523 -5.60744 -2.36135
H39 0.34393 -7.05720 -1.22212